This record from the Open Molecules 2025 dataset describes a molecular structure, C6H10. The level of theory is ωB97M-V with the def2-TZVPD basis set.

ORCA input file:
```
! wB97M-V def2-TZVPD RIJCOSX def2/J DEFGRID3
* xyz 0 1
C 1.0892 0.8753 -0.7497
C -0.2483 1.4751 -1.0437
C -0.2837 0.2612 -0.2211
C -0.6889 0.0341 1.2398
C 0.1565 -1.2466 1.0691
C -0.3330 -1.2596 -0.4089
H 1.8324 1.5358 -0.2868
H 1.5606 0.3114 -1.5644
H -0.6126 1.5160 -2.0558
H -0.4091 2.3467 -0.4144
H -1.7498 -0.2656 1.3587
H -0.4824 0.8105 1.9810
H 0.0160 -2.1086 1.7199
H 1.1946 -0.9104 1.0531
H -1.3324 -1.7216 -0.4648
H 0.2908 -1.6539 -1.2121
*
```

Computed properties:
total energy = -6381.6957 eV
frontier orbital gap = 0.3941 Ha
energy above the lowest of the compared OMol25 structures with the same formula, charge and spin = 2.164 eV
LUMO energy = 1.2 eV

Mulliken atomic charge list, values in e, 5 entries: -0.90 -0.51 0.65 -0.69 -0.59

This record from the Open Molecules 2025 dataset describes a single C6H10 molecule. The level of theory is ωB97M-V with the def2-TZVPD basis set.

ORCA input file:
```
! wB97M-V def2-TZVPD RIJCOSX def2/J DEFGRID3
* xyz 0 1
C -0.8593 -1.0413 0.3830
C 0.5189 -0.8001 0.9755
C 0.9811 0.5171 0.4026
C 0.0419 1.6605 0.1164
C 0.3613 0.6609 -0.9461
C -0.6147 -0.4931 -1.0204
H -1.2186 -2.0798 0.1029
H -1.7645 -0.5668 0.9000
H 0.5570 -0.7880 2.0748
H 1.1502 -1.6320 0.5982
H 1.9924 0.7966 0.7323
H 0.5017 2.6539 -0.0896
H -0.9796 1.7442 0.6174
H 0.8524 0.8757 -1.9506
H -1.5128 -0.1875 -1.4430
H -0.0076 -1.3203 -1.4534
*
```

Computed properties:
total energy = -6382.5738 eV
SMILES string = C1C[C@@H]2C[C@@H]2C1
frontier orbital gap = 0.4066 Ha
energy above the lowest of the compared OMol25 structures with the same formula, charge and spin = 1.286 eV
LUMO energy = 1.2 eV

Mulliken atomic charge list, values in e, 5 entries: -0.63 -0.65 -0.21 -0.65 -0.09

This record from the Open Molecules 2025 dataset describes a single C6H10 molecule. The level of theory is ωB97M-V with the def2-TZVPD basis set.

ORCA input file:
```
! wB97M-V def2-TZVPD RIJCOSX def2/J DEFGRID3
* xyz 0 1
C -2.4803 -0.4556 1.1147
C -1.1113 -0.3514 1.0629
C -0.2311 -0.1603 -0.1438
C 1.1044 -0.8653 -0.3933
C 1.6517 0.4039 -1.1761
C 0.6353 1.1728 -0.2686
H -3.0441 -0.0712 0.1919
H -2.9485 -0.4588 2.0235
H -0.4342 -0.6088 1.9362
H -0.9473 -0.2008 -1.0150
H 1.7057 -1.0989 0.5006
H 0.9510 -1.8714 -0.8875
H 2.7377 0.7284 -1.0404
H 1.3603 0.3727 -2.2169
H 0.0530 2.1213 -0.5398
H 0.9978 1.3434 0.8516
*
```

Computed properties:
total energy = -6381.7159 eV
SMILES string = C=CC1CCC1
frontier orbital gap = 0.3873 Ha
energy above the lowest of the compared OMol25 structures with the same formula, charge and spin = 2.144 eV
LUMO energy = 1.3 eV

Mulliken atomic charge list, values in e, 5 entries: -0.81 -0.25 0.15 -0.68 -0.50

This record from the Open Molecules 2025 dataset describes a single C6H10 molecule. The level of theory is ωB97M-V with the def2-TZVPD basis set.

ORCA input file:
```
! wB97M-V def2-TZVPD RIJCOSX def2/J DEFGRID3
* xyz 0 1
C 2.0889 0.7318 -1.2753
C 0.8613 0.1660 -0.6116
C -0.6753 -0.8100 2.1033
C -1.2691 -1.0498 0.9386
C -1.5960 0.0349 -0.0542
C -0.4037 0.4770 -0.8834
H 2.9855 0.1862 -0.9718
H 2.0401 0.7029 -2.3659
H 2.2423 1.7750 -0.9825
H 1.0466 -0.5365 0.1973
H -0.4014 -1.5998 2.7935
H -0.4194 0.2055 2.3985
H -1.4795 -2.0760 0.6438
H -1.9644 0.9183 0.4870
H -2.4186 -0.2794 -0.7087
H -0.6373 1.1539 -1.7086
*
```

Computed properties:
total energy = -6382.7758 eV
SMILES string = C=CC/C=C/C
frontier orbital gap = 0.3812 Ha
energy above the lowest of the compared OMol25 structures with the same formula, charge and spin = 1.084 eV
LUMO energy = 1.2 eV

Mulliken atomic charge list, values in e, 5 entries: -1.18 -0.02 -0.75 -0.17 -0.59

This record from the Open Molecules 2025 dataset describes a single C6H10 molecule. The level of theory is ωB97M-V with the def2-TZVPD basis set.

ORCA input file:
```
! wB97M-V def2-TZVPD RIJCOSX def2/J DEFGRID3
* xyz 0 1
C 1.3182 -0.5362 0.6971
C 0.1116 0.2279 0.1542
C -0.9738 -0.6415 -0.4776
C -0.4276 1.2062 1.1843
C 0.4036 0.9193 -1.1804
C -0.1920 -0.1731 -1.9212
H 1.6991 -1.2817 -0.0109
H 1.0497 -1.0503 1.6270
H 2.1360 0.1602 0.9157
H -1.9784 -0.2498 -0.5006
H 0.0996 -1.1963 -1.7034
H -1.0226 -1.7089 -0.1459
H -0.7678 0.6738 2.0795
H 0.3542 1.9155 1.4642
H -1.2694 1.7790 0.7814
H -0.5405 -0.0442 -2.9635
*
```

Computed properties:
total energy = -6379.0168 eV
frontier orbital gap = 0.3113 Ha
energy above the lowest of the compared OMol25 structures with the same formula, charge and spin = 4.843 eV
LUMO energy = 0.3 eV

Mulliken atomic charge list, values in e, 5 entries: -1.53 1.89 -1.15 -1.57 -0.69

This record from the Open Molecules 2025 dataset describes a single C6H10 molecule. The level of theory is ωB97M-V with the def2-TZVPD basis set.

ORCA input file:
```
! wB97M-V def2-TZVPD RIJCOSX def2/J DEFGRID3
* xyz 0 1
C 1.5890 -0.3304 0.6840
C 0.5646 -0.9613 -0.2096
C -1.0254 -0.7491 -0.1569
C -1.3805 0.7026 0.1321
C -0.4115 1.1297 -1.0104
C -0.1366 -0.3506 -1.3288
H 1.9780 -1.0382 1.4292
H 1.1897 0.5427 1.2071
H 2.4256 -0.0062 0.0614
H 0.7381 -2.0311 -0.3920
H -1.0130 -1.5914 0.4991
H -2.4112 1.0259 -0.0844
H -1.1609 1.0111 1.1565
H 0.4684 1.6965 -0.6806
H -0.8798 1.6724 -1.8333
H -0.0669 -0.7632 -2.3259
*
```

Computed properties:
total energy = -6381.1926 eV
SMILES string = C[C@H]1[C@H]2CC[C@@H]12
frontier orbital gap = 0.3548 Ha
energy above the lowest of the compared OMol25 structures with the same formula, charge and spin = 2.667 eV
LUMO energy = 1.2 eV

Mulliken atomic charge list, values in e, 5 entries: -1.31 0.00 -0.57 -0.53 -0.70

This record from the Open Molecules 2025 dataset describes a single C6H10 molecule. The level of theory is ωB97M-V with the def2-TZVPD basis set.

ORCA input file:
```
! wB97M-V def2-TZVPD RIJCOSX def2/J DEFGRID3
* xyz 0 1
C 1.9208 -0.1940 0.2687
C 0.4357 -0.0195 0.0313
C -0.1000 1.3795 0.0466
C -0.8060 0.3479 0.8607
C -1.7019 -0.4342 -0.1021
C -0.4297 -0.9309 -0.8394
H 2.2182 -0.0981 1.3190
H 2.4532 0.5869 -0.2896
H 2.2779 -1.1595 -0.1050
H 0.5364 2.0565 0.6140
H -0.5634 1.8167 -0.8372
H -0.9588 0.4443 1.9333
H -2.3106 -1.2264 0.3397
H -2.3525 0.2115 -0.7040
H -0.3683 -0.7924 -1.9251
H -0.2508 -1.9883 -0.6109
*
```

Computed properties:
total energy = -6382.4539 eV
SMILES string = C[C@@]12CC[C@@H]1C2
frontier orbital gap = 0.3868 Ha
energy above the lowest of the compared OMol25 structures with the same formula, charge and spin = 1.406 eV
LUMO energy = 1.2 eV

Mulliken atomic charge list, values in e, 5 entries: -1.45 0.87 -0.70 -0.42 -0.67

This record from the Open Molecules 2025 dataset describes a single C6H10 molecule. The level of theory is ωB97M-V with the def2-TZVPD basis set.

ORCA input file:
```
! wB97M-V def2-TZVPD RIJCOSX def2/J DEFGRID3
* xyz 0 1
C -1.8892 0.2158 0.8234
C -1.7928 0.1228 -0.6967
C -0.4276 0.5343 -1.2760
C 0.7368 -0.0275 -0.5792
C 1.7178 -0.3708 0.0330
C 2.9297 -0.6812 0.7939
H -1.1670 -0.4562 1.2984
H -2.8918 -0.0681 1.1609
H -1.6867 1.2315 1.1829
H -2.5519 0.7677 -1.1573
H -2.0224 -0.9026 -1.0090
H -0.3930 0.2644 -2.3391
H -0.3282 1.6270 -1.2338
H 3.3906 -1.6218 0.4769
H 3.6664 0.1179 0.6581
H 2.7092 -0.7531 1.8638
*
```

Computed properties:
total energy = -6382.6067 eV
SMILES string = CC#CCCC
frontier orbital gap = 0.3825 Ha
energy above the lowest of the compared OMol25 structures with the same formula, charge and spin = 1.253 eV
LUMO energy = 1.1 eV

Mulliken atomic charge list, values in e, 5 entries: -1.08 -0.38 -0.74 -0.19 0.75

> Look up the total energy of the first one.

-6381.6957 eV